(1)
45
Properties=species:S:1:pos:R:3 method="wB97M-V/def2-TZVPD" smiles="CCN(CC)CCCNC(=O)c1cc(-c2ccc(Cl)c(Cl)c2)on1" orbital_gap_ev=8.009
C -7.78798 -0.00682 -2.58794
C -7.61892 0.14379 -1.06957
N -6.37124 -0.33967 -0.51273
C -6.13307 -1.75780 -0.72714
C -5.44423 -2.39330 0.47711
C -5.23357 0.51770 -0.79211
C -5.12997 1.64622 0.24436
C -4.35032 1.21539 1.48763
N -2.92927 1.18841 1.23091
C -2.17809 0.07461 1.21656
O -2.57825 -1.04530 1.47108
C -0.75745 0.33890 0.86266
C 0.29397 -0.60422 0.81427
C 1.38853 0.14066 0.44315
C 2.77629 -0.21140 0.21953
C 3.21120 -1.52974 0.36299
C 4.53625 -1.85069 0.15131
C 5.44837 -0.86650 -0.20602
Cl 7.09652 -1.27929 -0.46522
C 5.01996 0.45259 -0.35222
Cl 6.13849 1.68375 -0.79509
C 3.69240 0.77684 -0.14068
O 1.00106 1.42236 0.28520
N -0.31386 1.53406 0.54373
H -7.00569 0.52680 -3.12286
H -8.74826 0.40280 -2.89052
H -7.75133 -1.05345 -2.87956
H -8.43006 -0.39317 -0.56797
H -7.71256 1.20101 -0.80802
H -5.53773 -1.94349 -1.63591
H -7.10308 -2.24261 -0.86202
H -6.04068 -2.22482 1.37009
H -4.45328 -1.98068 0.64215
H -5.34511 -3.46493 0.32075
H -5.29307 0.95655 -1.80014
H -4.32214 -0.08088 -0.75228
H -4.63801 2.51498 -0.19927
H -6.13326 1.94308 0.54764
H -4.54353 1.90976 2.31214
H -4.65183 0.21047 1.78625
H -2.47654 2.05189 0.96797
H 0.21674 -1.64801 1.02671
H 2.51207 -2.30156 0.64005
H 4.87718 -2.86780 0.26120
H 3.36417 1.79781 -0.25394


(2)
45
Properties=species:S:1:pos:R:3 method="wB97M-V/def2-TZVPD" charge=-2 s_squared=3.804 multiplicity=4 orbital_gap_ev="4.466 / 4.418"
C 0.50467 -2.26067 0.08087
C 1.68985 -1.40359 -0.24635
C 1.33793 -0.72610 -1.54295
C 3.06816 -1.80040 0.11397
C -0.01843 -1.23296 -1.87632
C -0.47094 -2.10838 -0.89304
C -1.79460 -2.84212 -0.95640
C 0.45336 -3.26337 1.14876
C 2.31823 -0.36290 -2.58369
C -0.76956 -0.94632 -3.09805
Re 1.31188 0.65253 0.09570
Cl 2.99114 1.66485 0.07651
Cl 1.24755 -0.34797 2.22833
Cl 0.13994 1.96586 -1.50261
H 3.12466 -2.02616 1.19709
H 3.83904 -1.04327 -0.12552
H 3.31928 -2.71076 -0.46363
H 3.28485 0.02391 -2.19935
H 1.87363 0.40379 -3.25504
H 2.55212 -1.27011 -3.18239
H -0.47022 0.02739 -3.49730
H -1.84768 -0.89696 -2.86419
H -0.65203 -1.71181 -3.88561
H -2.60006 -2.18723 -1.32190
H -2.13146 -3.16144 0.04164
H -1.75690 -3.73924 -1.60950
H 0.95580 -2.86894 2.04008
H 0.92332 -4.22111 0.86584
H -0.58826 -3.48108 1.42710
O -3.54559 -0.05473 0.95012
H -2.44207 -0.05477 1.38889
O -0.80792 2.10262 3.43568
C -0.39517 2.65470 2.32847
O 0.30807 2.10250 1.36470
C -0.91110 4.01854 2.13294
C -1.12725 4.74510 0.96756
C -1.58103 6.06673 1.01390
C -1.97579 6.62935 2.26833
C -1.82892 5.89208 3.48909
C -1.36145 4.54059 3.39054
H -0.93312 4.21130 0.01431
H -1.61510 6.65949 0.12188
H -2.39711 7.61097 2.33179
H -2.04595 6.27717 4.43126
H -1.38750 3.92065 4.24402


(3)
52
Properties=species:S:1:pos:R:3 method="wB97M-V/def2-TZVPD" smiles="C[C@@H](F)NC(=O)Oc1ccncc1.O=C1OCCO1.O=C1OCCO1.O=C1OCCO1" orbital_gap_ev=9.898
C 2.36225 1.74657 -0.93550
C 2.75194 0.29933 -0.72322
F 3.21685 0.11939 0.57774
N 1.59913 -0.58951 -0.83099
C 1.07128 -0.68905 -2.10862
O 1.48477 -0.17057 -3.10585
O -0.04968 -1.50608 -2.10882
C -1.16905 -0.95536 -1.52416
C -1.54178 0.36082 -1.74370
C -2.69043 0.81561 -1.10645
N -3.44864 0.06642 -0.31267
C -3.07259 -1.19651 -0.12668
C -1.94313 -1.75887 -0.70543
H 1.48393 1.84527 -1.56703
H 3.18499 2.31126 -1.37512
H 2.12293 2.19563 0.03129
H 3.57325 -0.01357 -1.37508
H 1.81931 -1.51060 -0.45902
H -0.96320 1.01900 -2.38129
H -3.00283 1.84481 -1.25177
H -3.67881 -1.79806 0.54188
H -1.67256 -2.78894 -0.51319
O -4.36800 -3.30222 3.11782
C -3.95741 -2.33952 3.67939
O -4.01468 -2.13768 5.01699
C -3.21676 -0.99312 5.33967
C -3.18939 -0.23787 4.02197
O -3.35580 -1.29408 3.07225
H -3.68111 -0.44488 6.15419
H -2.22578 -1.33437 5.64343
H -4.02531 0.45515 3.91967
H -2.25677 0.28285 3.82566
O 0.31974 4.17611 -1.86092
C 1.04135 4.93325 -2.42172
O 2.36844 5.05435 -2.18313
C 2.94272 5.88125 -3.20002
C 1.74243 6.68302 -3.67293
O 0.65747 5.79379 -3.39222
H 3.73686 6.48539 -2.77102
H 3.34912 5.23948 -3.98310
H 1.60134 7.59876 -3.09681
H 1.75606 6.91528 -4.73379
O 2.91256 -3.76325 -0.88302
C 2.21724 -4.19647 -0.02199
O 2.19330 -5.47420 0.40541
C 1.39754 -5.54223 1.59664
C 0.50963 -4.31578 1.46337
O 1.32956 -3.44873 0.67228
H 0.85315 -6.48158 1.61461
H 2.06098 -5.48299 2.46032
H -0.40938 -4.52356 0.91387
H 0.27292 -3.83312 2.40680


(4)
45
Properties=species:S:1:pos:R:3 method="wB97M-V/def2-TZVPD" smiles="COc1ccc([C@](C)(F)Cn2cc[nH]c2=O)cc1O[C@@H]1CCOC1" de_lowest_kcal_mol=75.2 orbital_gap_ev=8.662
C -2.77683 1.02909 -3.77286
O -1.85270 -0.00404 -3.43537
C -1.48273 -0.01681 -2.07799
C -2.23392 -0.78295 -1.19500
C -1.97368 -0.62214 0.17531
C -0.82145 0.11586 0.65002
C -0.43743 0.22467 2.13847
C -1.62230 0.90615 2.78826
F 0.62668 1.09676 2.45220
C -0.05430 -1.17779 2.71970
N 0.03990 -1.13762 4.17789
C 0.78818 -0.38453 5.04639
C 0.59088 -0.87279 6.29973
N -0.22500 -2.01930 6.26973
C -0.52240 -2.16224 4.96501
O -1.29495 -3.01149 4.54298
C 0.01481 0.70619 -0.37594
C -0.27776 0.71834 -1.74552
O 0.58425 1.27905 -2.66982
C 1.76373 0.57994 -3.12112
C 2.91253 1.49259 -3.64664
C 3.65073 0.52622 -4.43945
O 2.55406 -0.09121 -5.13743
C 1.45162 -0.29031 -4.26316
H -3.72850 0.84175 -3.28441
H -2.52121 1.98894 -3.33416
H -2.91606 1.08924 -4.89219
H -3.15191 -1.33529 -1.37648
H -2.45384 -1.10436 1.05691
H -1.46263 1.05968 3.84856
H -1.87509 1.97325 2.46167
H -2.49327 0.24319 2.62316
H 0.87035 -1.61925 2.27694
H -0.78982 -1.95015 2.50423
H 1.24300 0.49350 4.64953
H 1.08493 -0.30342 7.12691
H -0.73421 -2.53595 6.98254
H 0.92744 1.29923 -0.12954
H 2.16049 -0.03315 -2.28944
H 3.45787 1.88047 -2.80930
H 2.52491 2.28486 -4.32292
H 4.22307 -0.15071 -3.71208
H 4.40790 1.08579 -5.00469
H 1.30443 -1.30318 -4.04087
H 0.52023 -0.00608 -4.67977